w | DFT (ωB97M-V/def2-TZVPD) results for a 2-piece molecular cluster, C3H2O2 overall.

Each line ends with the Löwdin charge.
CARTESIAN COORDINATES (ANGSTROEM)
C 1.15658 -0.50564 -0.77357  0.205
C -0.87083 0.41914 0.86709  0.023
C -1.65675 0.97624 -0.13588  -0.437
O -2.06120 1.63533 -0.97648  0.217
O -1.99238 -0.34007 0.45691  0.037
H 0.33082 -1.19914 -1.09431  -0.121
H -0.14234 0.21038 1.59008  0.074

Output
Kohn-Sham gap (alpha / beta): 6.32 / 6.29 eV

***

x | DFT (ωB97M-V/def2-TZVPD) results for one molecule with the formula C3H2O2.

Each line ends with the Löwdin charge.
CARTESIAN COORDINATES (ANGSTROEM)
C -1.25327 -0.46341 0.39491  0.119
C 0.11073 0.00410 -0.12621  -0.080
O 1.24133 0.19031 0.70818  0.171
C 1.22771 0.66762 -0.53715  -0.501
O 1.85553 0.99500 -1.44606  0.214
H -1.32113 -0.70262 1.46077  0.053
H -1.86091 -0.69100 -0.45444  0.023

Output
Kohn-Sham gap: 9.32 eV
SMILES: C=C1OC1=O

***

y | DFT (ωB97M-V/def2-TZVPD) results for a 2-piece molecular cluster, C3H2O2 overall.

Each line ends with the Löwdin charge.
CARTESIAN COORDINATES (ANGSTROEM)
C -0.11881 -0.95510 0.04584  0.148
C 1.30406 -0.94100 0.36221  -0.504
C -1.07675 1.13922 -0.32232  0.220
O 2.45504 -0.99006 0.10331  0.159
O 0.39808 -0.71363 1.30266  0.092
H -2.10457 1.24739 -0.16330  -0.049
H -0.85704 1.21319 -1.32841  -0.066

Output
Kohn-Sham gap (alpha / beta): 8.19 / 7.80 eV

***

z | DFT (ωB97M-V/def2-TZVPD) results for one molecule with the formula C3H2O2.

Each line ends with the Löwdin charge.
CARTESIAN COORDINATES (ANGSTROEM)
C -0.57771 0.31421 0.35200  -0.212
C -1.87187 0.64411 -0.30779  0.068
C 0.68006 -0.15409 -0.28850  -0.228
O 1.80263 0.18556 0.00904  0.071
O -1.74655 -0.56410 0.06924  0.037
H -0.48912 0.76871 1.42643  0.173
H 0.56574 -0.76243 -1.08732  0.091

Output
Kohn-Sham gap: 10.18 eV

***

The most stable structure shown above is x; the least stable is w.